No. 1
The following is a DFT calculation (the ωB97M-V functional and the def2-TZVPD basis) of a cluster of 3 separate species, C7H10ClF8O2S in total at a distorted geometry.

As for the energy above the lowest of the compared OMol25 structures with the same formula, charge and spin: 19.3 kcal per mole. The total energy is -2080.56448 a.u. The gap between HOMO and LUMO comes out at 7.06 eV.

```
! wB97M-V def2-TZVPD RIJCOSX def2/J DEFGRID3
* xyz -1 1
Cl 26.336 -2.104 -6.954
C 26.010 -3.869 -3.502
C 24.635 -3.290 -3.213
C 24.618 -1.763 -3.382
F 23.549 -1.139 -2.781
F 25.738 -1.109 -2.965
F 23.673 -3.890 -3.963
F 24.276 -3.602 -1.926
O 25.946 -5.300 -3.393
C 27.237 -5.874 -3.499
C 27.152 -7.396 -3.471
F 26.078 -7.886 -4.118
F 28.276 -7.960 -3.978
F 27.752 -5.412 -4.652
F 27.984 -5.437 -2.482
H 26.752 -3.313 -2.925
H 26.308 -3.686 -4.536
H 24.519 -1.493 -4.439
H 27.093 -7.730 -2.430
C 28.401 -0.932 -12.299
S 27.928 -0.588 -10.550
O 26.505 -1.005 -10.356
C 28.855 -1.970 -9.814
H 28.327 -2.000 -12.501
H 29.440 -0.627 -12.424
H 27.686 -0.362 -12.887
H 28.576 -1.921 -8.758
H 29.937 -1.889 -9.923
H 28.496 -2.919 -10.208
*
```

Atom charges from the Löwdin analysis, given in e for atoms 1 to 4:
1 Cl -0.618
2 C -0.077
3 C -0.422
4 C -0.283

***

No. 2
The following is a DFT calculation (the ωB97M-V functional and the def2-TZVPD basis) of a structure of composition C46H46N11O6Rb at a distorted geometry.

As for the energy above the lowest of the compared OMol25 structures with the same formula, charge and spin: 12.7 kcal per mole. The total energy is -2858.25062 a.u. The gap between HOMO and LUMO comes out at 5.15 eV.

```
! wB97M-V def2-TZVPD RIJCOSX def2/J DEFGRID3
* xyz -2 1
Rb -1.342 -0.230 0.343
N 4.158 -0.968 -1.737
C 3.209 -0.011 -1.444
N 2.047 -0.334 -0.605
C 1.921 -0.354 -2.128
N 1.087 0.548 -2.771
N -0.106 0.260 -2.555
C -1.052 0.968 -3.191
C -2.434 0.615 -3.261
C -3.215 1.208 -4.279
C -4.603 0.881 -4.394
C -5.180 0.057 -3.439
C -4.402 -0.478 -2.443
N -3.122 -0.239 -2.364
C 2.202 -1.654 -2.713
C 1.315 -2.513 -3.341
C 1.871 -3.770 -3.776
C 3.225 -4.069 -3.564
C 4.094 -3.215 -2.865
C 3.527 -2.021 -2.469
H 4.951 -1.065 -1.189
H 3.517 0.989 -1.237
H -0.551 1.763 -3.786
H -2.868 1.836 -5.095
H -5.341 1.289 -5.165
H -6.204 -0.349 -3.606
H -4.781 -1.207 -1.736
H 0.321 -2.118 -3.605
H 1.326 -4.356 -4.588
H 3.702 -4.944 -4.031
H 5.153 -3.528 -2.755
N 2.181 0.410 2.395
C 3.324 -0.182 1.979
O 4.413 0.278 2.169
C 3.159 -1.471 1.196
C 2.022 -1.532 0.152
H 2.231 1.150 3.112
H 1.248 0.073 2.145
H 3.147 -2.348 1.872
H 4.085 -1.606 0.677
H 1.075 -1.588 0.683
H 2.196 -2.498 -0.443
C -0.434 -1.354 3.955
N -0.476 -0.108 3.283
C -1.143 0.822 3.830
C -1.425 2.096 3.182
C -1.981 3.180 3.834
C -2.091 4.217 2.888
C -1.513 3.657 1.719
N -1.056 2.437 1.902
C -1.374 -2.452 3.340
C -2.761 -2.242 3.477
C -3.581 -3.276 3.148
C -3.079 -4.494 2.680
C -1.794 -4.578 2.282
C -0.947 -3.561 2.642
H -0.687 -1.204 5.033
H 0.629 -1.699 3.844
H -1.463 0.878 4.882
H -2.155 3.252 4.879
H -2.418 5.256 2.975
H -1.446 4.149 0.772
H -3.179 -1.335 3.899
H -4.654 -3.128 3.168
H -3.762 -5.270 2.519
H -1.368 -5.445 1.887
H 0.167 -3.667 2.475
O -5.234 -2.664 0.145
C -4.003 -2.890 -0.204
O -2.947 -2.426 0.298
C -3.938 -3.865 -1.380
C -2.700 -4.103 -2.079
C -2.689 -5.018 -3.142
C -3.859 -5.694 -3.461
C -5.035 -5.476 -2.802
C -5.027 -4.637 -1.703
N -3.813 -6.729 -4.463
O -4.916 -7.055 -4.989
O -2.736 -7.273 -4.768
H -1.820 -3.559 -1.692
H -1.835 -5.315 -3.699
H -5.925 -6.047 -3.035
H -5.947 -4.439 -1.149
C 5.184 5.363 3.671
C 5.121 4.650 2.284
N 3.869 4.547 1.557
C 2.882 3.679 2.204
C 1.611 4.282 2.898
C 3.612 5.471 0.564
O 4.428 6.341 0.325
C 2.327 5.231 -0.139
C 1.864 3.978 -0.439
C 0.722 3.822 -1.234
C 0.074 4.982 -1.591
N 0.549 6.187 -1.284
C 1.685 6.304 -0.615
H 6.231 5.403 3.894
H 4.623 4.704 4.372
H 4.708 6.348 3.746
H 5.518 3.657 2.471
H 5.847 5.154 1.675
H 3.429 3.245 3.010
H 2.649 2.747 1.625
H 1.827 5.087 3.521
H 1.089 3.399 3.392
H 0.953 4.696 2.092
H 2.406 3.109 -0.059
H 0.437 2.797 -1.586
H -0.844 4.885 -2.247
H 2.110 7.319 -0.625
*
```

Atom charges from the Löwdin analysis, given in e for atoms 1 to 4:
1 Rb 0.714
2 N 0.110
3 C -0.219
4 N 0.039

***

What did we get for E_HOMO? Answer: -4.16 -1.99 eV, in the order shown.